{"formula": "HIN3P", "method": "the ωB97M-V functional and the def2-TZVPD basis", "species": ["H", "N", "N", "N", "P", "I"], "positions_angstrom": [[-2.173, 0.797, -0.223], [-1.599, 0.376, 0.505], [-0.728, -0.234, -0.188], [0.129, -0.992, 0.187], [1.821, -1.136, -0.142], [2.551, 1.190, -0.139]], "atomic_forces_ev_per_a": [[-0.4, 0.3, 0.2], [1.1, -0.6, -1.0], [-3.2, 2.5, 0.3], [5.7, -2.6, -0.6], [-3.1, 0.5, 1.3], [-0.1, -0.1, -0.2]], "nbo_charge": [0.328, -0.402, 0.066, -0.454, 0.602, -0.141], "smiles": "[H]/N=N/N=P\\I", "total_charge": 0, "max_force_ev_per_a": 6.3, "de_lowest_ev": 3.546, "homo_lumo_gap_ev": [7.265, 7.347]}